Here is a structure of composition C29H57N10OPRu at a distorted geometry from the OMol25 dataset. Energies are from wB97M-V/def2-TZVPD.

```
99
Properties=species:S:1:pos:R:3
Ru 0.129 0.786 1.156
C 0.207 -3.469 3.691
N -0.982 -2.654 3.707
C -2.085 -2.968 4.622
C -0.914 -1.376 3.122
N 0.059 -1.032 2.315
N -2.067 -0.635 3.261
C -2.398 0.568 2.719
N -3.584 1.033 3.143
N -1.685 1.302 1.884
H 0.056 -4.428 4.182
H 1.021 -2.937 4.202
H 0.489 -3.719 2.654
H -1.942 -3.946 5.107
H -3.052 -2.945 4.120
H -2.127 -2.296 5.490
H 0.716 -1.800 2.099
H -2.752 -0.972 3.936
H -4.210 0.479 3.741
H -3.877 1.960 2.863
H -2.232 2.084 1.514
C 2.078 3.406 6.654
C 1.764 2.846 5.343
C 2.309 1.641 4.924
C 1.844 1.058 3.754
N 0.881 1.635 3.002
C 0.402 2.884 3.368
C 0.905 3.534 4.476
H 2.717 2.755 7.288
H 1.163 3.634 7.252
H 2.545 4.405 6.591
H 3.142 1.208 5.481
H 2.221 0.113 3.398
H -0.323 3.368 2.692
H 0.725 4.573 4.651
C 1.779 4.309 0.465
C 2.255 2.903 0.018
C 2.700 2.855 -1.465
C 3.386 2.414 0.910
O 0.990 2.082 0.114
H 2.387 5.119 -0.038
H 1.924 4.348 1.528
H 0.738 4.424 0.279
H 3.507 3.599 -1.636
H 1.878 3.087 -2.152
H 3.067 1.878 -1.771
H 4.289 3.012 0.611
H 3.591 1.335 0.739
H 3.231 2.572 1.989
N -0.326 -0.202 -0.227
P -0.454 -0.673 -1.761
N -1.215 0.490 -2.672
C -2.220 0.255 -3.722
C -1.794 1.050 -4.956
C -1.782 2.549 -4.690
C -1.061 2.897 -3.364
C -1.207 1.876 -2.223
N -1.382 -2.082 -1.822
C -2.501 -2.149 -0.863
C -3.680 -2.842 -1.529
C -3.325 -4.284 -1.839
C -1.815 -4.493 -2.246
C -1.186 -3.211 -2.784
N 1.121 -0.887 -2.272
C 1.557 -0.597 -3.620
C 2.269 -1.763 -4.276
C 3.427 -2.234 -3.428
C 3.002 -2.479 -1.964
C 2.061 -1.447 -1.314
H -3.221 0.504 -3.383
H -2.267 -0.804 -3.943
H -2.515 0.900 -5.785
H -0.791 0.667 -5.324
H -2.835 2.925 -4.716
H -1.215 3.020 -5.495
H -1.406 3.852 -2.978
H 0.010 2.924 -3.591
H -2.097 2.148 -1.614
H -0.352 2.052 -1.553
H -2.765 -1.138 -0.590
H -2.108 -2.625 0.049
H -3.915 -2.229 -2.429
H -4.548 -2.730 -0.898
H -3.960 -4.667 -2.619
H -3.497 -4.893 -0.968
H -1.790 -5.312 -2.974
H -1.235 -4.854 -1.372
H -1.677 -2.950 -3.773
H -0.118 -3.339 -3.030
H 2.178 0.318 -3.592
H 0.668 -0.337 -4.183
H 2.719 -1.418 -5.227
H 1.569 -2.564 -4.589
H 4.258 -1.472 -3.491
H 3.850 -3.223 -3.745
H 3.953 -2.583 -1.370
H 2.547 -3.526 -1.950
H 2.679 -0.601 -0.901
H 1.526 -1.849 -0.386
```

Output
Relative energy (zero: lowest compared OMol25 entry of this formula, charge and spin)   0.0 kJ/mol
Largest force on an atom   4.0 eV Å⁻¹
E_tot   -2197.7552 a.u.
Total charge   +2
Multiplicity   5